This record from the Open Molecules 2025 dataset describes an isolated ion of composition CH5N2O and charge +1 in a non-equilibrium geometry. The level of theory is ωB97M-V/def2-TZVPD.

Geometry as XYZ:
```
9
Properties=species:S:1:pos:R:3:forces:R:3:nbo_charge:R:1
C -0.2984 -0.3287 -0.3576 1.73 0.21 1.45 0.37
N -1.4658 -0.4575 0.2171 1.05 1.20 0.80 -0.70
N 0.7488 0.1402 0.2834 -0.30 1.63 2.07 -0.24
O 1.9563 0.3326 -0.4337 -1.02 -1.61 1.04 -0.49
H 0.0654 -0.7040 -1.2542 -0.67 -0.68 -2.34 0.25
H -2.2626 -0.6999 -0.3267 -0.68 -0.29 -0.11 0.45
H -1.5403 0.1072 1.0815 -0.80 -0.81 -0.73 0.42
H 0.6061 0.3470 1.3521 1.42 -0.09 -2.59 0.42
H 2.1905 1.2630 -0.5620 -0.74 0.44 0.40 0.51
```
Forces are in eV/Å.

Results
- 2S+1: 1
- HOMO level: -16.064 eV
- Structure (SMILES): N/C=[NH+]/O
- Frontier orbital gap: 11.764 eV
- LUMO energy: -4.300 eV
- Net charge: +1

This record from the Open Molecules 2025 dataset describes a 11-piece molecular cluster, C25H57N3O8S5 overall in a non-equilibrium geometry. The level of theory is ωB97M-V/def2-TZVPD.

Geometry as XYZ:
```
98
Properties=species:S:1:pos:R:3:forces:R:3:lowdin_charge:R:1
C -0.8771 3.6549 -2.7307 -0.21 0.06 0.59 -0.16
O -0.9808 2.2593 -2.9140 0.27 -0.37 -0.46 -0.15
H -1.2294 4.1540 -3.6301 -0.03 -0.07 -0.08 0.08
H -1.4935 3.9671 -1.8837 -0.10 0.16 -0.07 0.06
H 0.1335 4.0097 -2.5095 0.16 -0.19 -0.14 0.08
H -0.6972 1.7987 -2.1054 -0.15 0.45 0.07 0.01
C -0.8957 -0.3046 -5.4768 -0.36 0.84 0.70 -0.16
O 0.3651 -0.9330 -5.6483 -0.22 -0.10 -0.04 -0.12
H -1.6235 -0.6166 -6.2284 0.00 -0.05 0.06 0.08
H -1.2838 -0.4267 -4.4587 -0.12 -0.58 -0.17 0.05
H -0.8138 0.7840 -5.4891 0.48 -0.09 -0.52 0.08
H 0.1569 -1.8689 -5.7281 0.31 -0.03 -0.03 0.07
C 1.2515 -4.1306 2.5857 -0.02 -0.17 0.30 -0.17
O 2.0631 -3.7634 1.4888 -0.04 0.42 0.23 -0.16
H 0.7433 -5.0628 2.3363 -0.34 0.07 0.22 0.06
H 1.8121 -4.3186 3.5066 0.51 -0.04 -0.34 0.08
H 0.5532 -3.3417 2.8953 -0.26 -0.03 -0.42 0.07
H 1.6591 -4.1786 0.7083 0.18 -0.14 0.13 0.01
N 3.0519 -0.9872 -3.3859 0.10 0.43 1.18 0.03
C 3.9317 -0.2532 -2.6361 0.53 -0.56 -0.08 -0.13
C 3.8629 -0.6919 -1.3304 -0.16 1.01 -0.57 -0.10
C 2.8191 -1.6430 -1.2649 0.38 0.00 0.46 -0.10
C 2.3349 -1.8015 -2.5301 0.01 -0.28 -1.08 -0.15
H 2.9956 -0.8910 -4.3823 -0.52 -0.18 -0.05 0.14
H 4.6079 0.4260 -3.1290 -0.01 0.09 0.13 0.11
H 4.4184 -0.2719 -0.5071 0.07 -0.22 -0.20 0.06
H 2.5705 -2.1383 -0.3396 -0.38 -0.26 -0.18 0.08
H 1.5740 -2.4385 -2.9497 -0.01 -0.11 0.18 0.11
N 0.5973 5.3824 1.2394 0.08 0.44 0.01 0.04
C 0.2415 6.6848 1.4740 0.14 0.20 -0.41 -0.14
C -1.0793 6.8597 1.1201 1.23 -0.66 0.19 -0.10
C -1.5417 5.5514 0.7385 -0.84 1.52 -0.78 -0.12
C -0.4739 4.7169 0.7519 -0.18 -1.02 0.19 -0.19
H 1.4876 4.9406 1.3981 0.03 0.17 0.13 0.10
H 0.9749 7.4293 1.7399 0.02 -0.10 0.13 0.10
H -1.4520 7.8611 0.9857 -0.73 -0.21 0.27 0.09
H -2.5297 5.3511 0.3494 0.09 -0.21 0.05 0.09
H -0.4115 3.6763 0.4702 0.03 -0.01 0.10 0.09
N 3.8642 3.4864 1.0732 0.01 -0.15 -0.13 0.02
C 2.8512 2.6359 0.6715 -0.22 0.11 0.64 -0.11
C 1.9688 2.5473 1.7198 0.40 -0.52 0.38 -0.14
C 2.4902 3.3178 2.7869 -0.20 -0.01 0.38 -0.13
C 3.6528 3.9053 2.3702 -0.28 -0.38 -0.26 -0.13
H 4.7270 3.6315 0.5790 -0.13 0.10 -0.15 0.15
H 2.8012 2.0974 -0.2613 0.35 0.27 -0.15 0.11
H 1.1391 1.8695 1.8555 -0.17 0.16 -0.53 0.08
H 2.0371 3.3712 3.7652 0.12 0.24 0.01 0.10
H 4.3112 4.5685 2.9033 0.18 -0.02 -0.19 0.11
C -0.0764 -0.9991 0.8386 -0.63 0.39 0.07 -0.24
S -1.3518 -0.1034 -0.1403 1.46 -0.23 0.37 0.85
O -0.7942 1.2939 -0.2786 -0.40 -0.28 0.05 -0.57
C -0.8953 -0.9357 -1.6594 -0.40 -1.10 -0.73 -0.26
H 0.8602 -0.5088 0.5769 -0.01 -0.23 -0.30 0.04
H -0.1140 -2.0536 0.5779 0.23 -0.01 0.01 0.04
H -0.2342 -0.8689 1.9074 -0.19 0.03 -0.06 0.01
H -1.6912 -0.8312 -2.3966 0.19 0.64 -0.08 0.03
H -0.8282 -2.0252 -1.5771 -0.17 0.04 0.67 0.05
H 0.0981 -0.6601 -2.0116 -0.16 0.62 0.04 0.05
C -6.2847 -3.1199 -2.5713 0.71 0.67 0.23 -0.25
S -5.2230 -2.6719 -1.1381 0.09 1.05 -0.56 0.85
O -3.8910 -3.3297 -1.3121 -0.51 -0.11 -0.17 -0.58
C -4.9500 -0.9569 -1.7121 -0.14 0.45 -0.34 -0.26
H -6.6872 -4.1118 -2.4013 0.13 -0.11 -0.25 0.05
H -5.6128 -2.9981 -3.4218 -0.06 -0.61 -0.12 0.05
H -7.0773 -2.3874 -2.7229 -0.12 -0.07 0.41 0.05
H -4.3038 -0.3790 -1.0528 -0.12 -0.35 0.44 0.03
H -5.8894 -0.4154 -1.8430 -0.10 -0.17 0.30 0.05
H -4.4532 -0.9126 -2.6849 -0.01 -0.59 -0.04 0.06
C -1.5654 2.9249 3.4891 -0.35 0.15 -0.58 -0.24
S -1.4678 1.1397 3.2758 -0.30 0.00 1.24 0.78
O -0.9154 0.5486 4.5414 0.13 0.15 -0.59 -0.55
C -3.2518 0.7924 3.3949 0.44 0.14 -0.85 -0.24
H -2.3183 3.2059 4.2232 0.19 -0.10 0.24 0.06
H -1.8558 3.3409 2.5213 -0.07 -0.04 0.01 0.03
H -0.5854 3.3458 3.7028 0.05 -0.24 0.22 0.05
H -3.7816 1.4453 2.6995 -0.09 0.02 0.10 0.05
H -3.5835 0.9113 4.4222 0.11 0.05 0.05 0.06
H -3.3539 -0.2340 3.0461 -0.14 -0.06 0.21 0.04
C -1.1037 -6.4314 -1.9740 0.35 1.41 0.62 -0.24
S -0.5656 -6.1110 -0.2385 -0.71 -0.23 0.19 0.86
O 0.8133 -5.5298 -0.1899 -0.56 0.25 -0.66 -0.56
C -1.8785 -4.8475 0.0761 1.13 -0.39 -0.57 -0.25
H -1.1363 -5.4458 -2.4443 0.14 -0.11 -0.23 0.05
H -2.1304 -6.7851 -1.9260 0.13 -0.44 -0.03 0.05
H -0.3865 -7.0691 -2.4770 -0.14 -0.27 0.09 0.05
H -2.7812 -5.4339 -0.0734 -0.25 0.21 0.54 0.04
H -1.9105 -4.0285 -0.6381 0.29 -0.16 -0.22 0.01
H -1.7065 -4.4215 1.0612 -0.30 -0.37 0.23 0.05
C 4.8799 0.2630 2.2678 -0.35 -1.21 -0.85 -0.25
S 4.2882 -1.2963 3.0025 0.37 1.50 1.25 0.85
O 4.8861 -1.2684 4.3848 -0.52 -0.46 -0.60 -0.57
C 2.5741 -0.6827 3.1332 -0.08 -0.38 0.00 -0.25
H 5.9651 0.2147 2.2153 -0.01 0.12 0.19 0.06
H 4.4749 1.1102 2.8108 0.12 0.09 0.03 0.04
H 4.4763 0.1663 1.2527 0.11 0.67 0.20 0.00
H 2.1497 -0.5490 2.1371 0.21 -0.26 0.04 0.02
H 2.4809 0.2705 3.6518 0.41 -0.06 0.19 0.06
H 2.0233 -1.4463 3.6811 -0.09 0.03 -0.08 0.05
```
Forces are in eV/Å.

Results
- 2S+1: 1
- HOMO level: -8.003 eV
- Frontier orbital gap: 8.088 eV
- LUMO energy: 0.085 eV

This record from the Open Molecules 2025 dataset describes C14H30CoNO9 as an isolated structure. The level of theory is ωB97M-V/def2-TZVPD.

Geometry as XYZ:
```
55
Properties=species:S:1:pos:R:3:forces:R:3:lowdin_spin:R:1
Co -0.2030 0.2745 -0.4949 0.31 -0.44 -0.32 0.97
C -1.2938 1.3552 2.9232 -0.01 -0.01 0.03 0.00
C -1.5162 -0.0641 3.4360 0.04 0.07 -0.01 0.00
O -0.9590 -1.0383 2.5687 -0.12 -0.12 0.07 0.00
C 0.3614 -1.4336 2.8568 0.02 0.05 -0.04 0.00
C 1.4032 -0.5273 2.2340 0.21 0.10 0.04 0.00
O 1.3734 -0.5249 0.8012 -0.29 0.09 -0.04 0.00
C 1.9597 -1.6929 0.2107 0.08 -0.02 0.05 0.00
C 1.0737 -2.1961 -0.9298 0.08 0.04 -0.05 0.00
O -0.2244 -1.6797 -0.6457 0.02 -0.03 -0.04 0.00
C -1.3659 -2.2310 -1.3162 0.01 0.04 -0.02 0.00
C -2.5320 -1.8303 -0.4466 -0.07 -0.08 -0.03 0.00
O -2.3962 -0.4396 -0.2198 -0.17 -0.05 0.13 0.02
C -3.3224 0.0844 0.7153 -0.13 0.04 0.06 0.00
C -2.8464 1.4688 1.1057 -0.03 0.01 0.03 0.00
O -1.4944 1.4733 1.5281 -0.06 -0.01 0.25 0.00
H -0.2683 1.6810 3.0955 -0.04 0.01 0.04 0.00
H -1.9492 2.0447 3.4675 0.00 -0.01 0.00 0.00
H -2.5820 -0.2852 3.5048 0.02 0.02 -0.01 0.00
H -1.1033 -0.1502 4.4472 0.00 -0.03 0.00 0.00
H 0.4688 -2.4530 2.4794 0.00 0.01 0.00 0.00
H 0.5400 -1.4666 3.9381 -0.01 0.00 0.00 0.00
H 2.4018 -0.8262 2.5671 0.00 0.00 -0.02 0.00
H 1.2556 0.5099 2.5262 0.03 -0.04 0.00 0.00
H 2.0656 -2.4619 0.9750 -0.02 0.00 0.00 0.00
H 2.9503 -1.4359 -0.1674 0.00 0.01 0.01 0.00
H 1.0376 -3.2863 -0.9491 0.00 -0.01 0.03 0.00
H 1.4121 -1.8251 -1.8954 -0.03 -0.10 0.18 0.00
H -1.2646 -3.3151 -1.3758 -0.02 0.01 0.02 0.00
H -1.4433 -1.8077 -2.3198 0.01 -0.01 0.00 0.00
H -2.4917 -2.3666 0.5075 0.01 0.03 0.01 0.00
H -3.4753 -2.0620 -0.9514 0.00 0.04 0.02 0.00
H -3.3912 -0.5811 1.5800 0.05 -0.02 -0.04 0.00
H -4.3146 0.1577 0.2568 0.00 -0.01 0.02 0.00
H -3.4949 1.8689 1.8913 -0.04 0.02 -0.05 0.00
H -2.9076 2.1366 0.2444 0.03 -0.01 0.01 0.00
C 1.4156 -0.4501 -3.8227 0.01 0.06 -0.13 0.00
C 1.8681 0.8561 -3.2187 -0.03 -0.02 0.05 0.00
O 1.8796 0.8134 -1.7802 0.10 -0.01 0.12 0.02
C 2.5998 1.9737 -1.3111 -0.02 0.00 -0.07 0.00
C 2.6316 2.1058 0.1904 0.00 -0.01 0.05 0.00
H 1.3071 -0.3141 -4.8990 0.01 -0.01 -0.01 0.00
H 0.4447 -0.7592 -3.4378 -0.02 0.04 -0.03 0.00
H 2.1493 -1.2422 -3.6671 0.00 0.02 -0.01 0.00
H 1.2245 1.6804 -3.5435 -0.02 -0.02 0.00 0.00
H 2.8829 1.0836 -3.5571 0.00 0.01 -0.02 0.00
H 2.1389 2.8625 -1.7535 -0.02 0.00 0.01 0.00
H 3.6217 1.9015 -1.6955 0.00 0.04 -0.02 0.00
H 1.6319 2.1219 0.6227 0.01 0.02 -0.02 0.00
H 3.1004 3.0623 0.4254 0.03 -0.02 0.01 0.00
H 3.2184 1.3174 0.6596 -0.01 -0.02 -0.01 0.00
O -1.0526 0.7798 -2.1541 0.07 0.24 -0.07 0.00
N -0.9121 2.0282 -1.8786 0.09 -0.06 0.01 0.00
O -1.2237 2.9081 -2.6078 -0.05 0.05 -0.02 0.00
O -0.3897 2.1967 -0.7200 0.00 0.11 -0.15 -0.02
```
Forces are in eV/Å.

Results
- 2S+1: 2
- HOMO level (alpha / beta): -12.858 / -12.828 eV
- Frontier orbital gap (alpha / beta): 9.798 / 10.747 eV
- LUMO energy (alpha / beta): -3.060 / -2.082 eV
- <S²>: 0.776
- Net charge: +1

This record from the Open Molecules 2025 dataset describes the molecule C2HBrN2O in a non-equilibrium geometry. The level of theory is ωB97M-V/def2-TZVPD.

Geometry as XYZ:
```
7
Properties=species:S:1:pos:R:3:forces:R:3:nbo_charge:R:1
C 0.2311 0.4143 -0.0002 0.35 0.40 0.01 -0.16
C 1.5629 0.6580 0.0454 -0.50 6.23 -0.11 -0.12
N -0.5335 1.5157 -0.0408 -1.07 -0.86 0.01 -0.10
N 1.4877 2.4580 0.0355 1.21 -6.05 -0.01 -0.02
O 0.2238 2.5827 -0.0208 -0.05 0.48 0.07 -0.05
Br 3.1336 -0.2508 -0.0073 0.11 -0.12 0.08 0.20
H -0.2728 -0.5355 -0.0020 -0.04 -0.06 -0.04 0.25
```
Forces are in eV/Å.

Results
- 2S+1: 1
- HOMO level (alpha / beta): -9.583 / -9.583 eV
- Structure (SMILES): Brc1cnon1
- Frontier orbital gap (alpha / beta): 9.300 / 9.302 eV
- LUMO energy (alpha / beta): -0.283 / -0.281 eV

This record from the Open Molecules 2025 dataset describes a 2-piece molecular cluster, C19H25Cl4F5NO5S3 overall in a non-equilibrium geometry. The level of theory is ωB97M-V/def2-TZVPD.

Geometry as XYZ:
```
62
Properties=species:S:1:pos:R:3:forces:R:3:nbo_charge:R:1
C -2.8958 2.3287 1.3421 0.52 0.15 -0.74 -0.25
O -3.6968 1.2001 1.0450 0.08 0.51 0.64 -0.55
C -4.4793 0.7444 2.1395 -1.08 -1.31 0.01 -0.06
C -4.0976 -0.6899 2.5581 0.99 0.84 0.42 -0.42
C -2.7184 -0.6660 3.2898 0.00 -0.90 -0.63 -0.40
C -1.6513 -1.5409 2.5700 0.70 0.86 1.37 -0.40
C -0.2619 -0.9333 2.9092 -0.25 -0.69 -0.81 -0.39
C 0.9172 -1.8419 2.4795 0.11 1.17 0.11 -0.41
C 2.1797 -0.9552 2.2274 0.42 -1.02 0.67 -0.41
C 2.9949 -1.4123 1.0010 0.25 0.88 0.19 -0.43
C 2.4024 -1.0194 -0.3573 0.20 -1.44 0.44 -0.24
N 2.6589 0.3831 -0.8079 -0.80 -1.07 -0.13 -0.26
C 3.1295 1.2780 0.0314 0.70 0.99 0.95 0.11
C 3.4151 2.5729 -0.3483 0.11 0.86 -0.33 -0.18
C 3.2062 2.9643 -1.6513 -0.76 -0.25 0.31 -0.02
C 3.5427 4.3635 -2.1482 1.28 0.42 -1.11 0.77
O 4.4189 4.4582 -2.9709 -0.74 -0.24 0.95 -0.47
O 2.8802 5.4625 -1.6656 0.07 -1.33 -0.63 -0.64
S 1.7244 6.0007 -2.8263 -0.56 0.30 0.18 0.34
C 2.6667 1.9920 -2.5386 0.83 1.01 -0.90 -0.15
S 2.3898 2.5099 -4.2409 -0.33 -0.03 -0.09 0.05
C 2.3948 0.7129 -2.1004 -0.22 0.99 0.12 0.03
S 1.6888 -0.4335 -3.3242 0.90 -2.78 -2.10 2.04
O 2.6058 -0.5096 -4.4139 0.41 1.31 -0.01 -0.87
O 1.3823 -1.7527 -2.8581 -0.84 0.72 1.55 -0.88
C 0.0653 0.2505 -4.0062 -0.44 0.16 -0.24 0.42
F 0.2600 0.4869 -5.2969 0.22 0.03 0.14 -0.27
F -0.3115 1.3849 -3.3995 0.10 -0.26 0.29 -0.30
C -1.0875 -0.8140 -3.9449 -0.86 0.66 -0.40 0.93
F -2.1680 -0.2050 -4.4616 0.25 0.05 0.18 -0.30
F -1.3904 -1.1676 -2.7034 0.39 -0.23 -0.12 -0.29
F -0.8137 -1.8372 -4.7342 0.28 -0.17 0.57 -0.28
H -2.8314 2.9769 0.4531 -0.19 -0.28 0.13 0.18
H -3.2953 2.9562 2.1486 0.13 -0.33 0.01 0.18
H -1.8595 2.0005 1.5425 -0.27 0.22 0.34 0.15
H -5.5300 0.7123 1.8088 0.22 0.25 0.02 0.18
H -4.4311 1.3845 3.0313 0.17 0.14 -0.35 0.17
H -3.9998 -1.3208 1.6658 -0.33 0.13 0.20 0.21
H -4.8551 -1.0998 3.2375 -0.02 0.09 -0.35 0.21
H -2.3043 0.3511 3.3615 -0.35 -0.13 -0.06 0.19
H -2.8202 -1.0439 4.3173 0.03 0.21 -0.21 0.21
H -1.6794 -2.5754 2.9543 -0.19 0.36 -0.53 0.21
H -1.7537 -1.4863 1.4788 -0.22 -0.34 0.21 0.20
H -0.2058 0.0087 2.3367 0.05 -0.12 0.26 0.17
H -0.1819 -0.6713 3.9739 -0.02 -0.12 -0.23 0.21
H 1.1344 -2.5528 3.2867 -0.04 0.00 -0.33 0.22
H 0.6829 -2.4208 1.5737 -0.17 0.16 0.20 0.20
H 2.8269 -1.0923 3.1082 -0.05 0.24 -0.27 0.23
H 1.9181 0.1116 2.2263 -0.08 -0.26 -0.23 0.19
H 3.0896 -2.5051 1.0414 -0.18 0.24 -0.24 0.26
H 4.0363 -1.0458 1.0401 -0.25 -0.11 0.07 0.21
H 2.8680 -1.6663 -1.1075 -0.26 0.27 0.07 0.25
H 1.3222 -1.2166 -0.3600 0.24 0.29 -0.19 0.25
H 3.3184 1.0525 1.0744 -0.17 -0.66 -0.33 0.27
H 3.8043 3.2871 0.3729 -0.11 -0.27 0.02 0.27
H 2.2165 5.4930 -3.9827 0.34 0.09 0.45 0.12
H 3.6561 2.4413 -4.7313 -0.24 -0.16 0.55 0.19
C -3.2976 -5.0804 0.6704 -0.08 -0.06 -0.01 -0.22
Cl -4.6902 -4.2337 1.3528 0.07 -0.03 -0.03 0.06
Cl -2.7419 -4.2303 -0.7810 0.00 0.01 0.05 0.05
Cl -1.9898 -5.1186 1.8631 0.00 -0.10 -0.05 0.05
Cl -3.7583 -6.7306 0.2482 0.04 0.09 0.01 0.07
```
Forces are in eV/Å.

Results
- 2S+1: 1
- HOMO level: -11.523 eV
- Frontier orbital gap: 6.186 eV
- LUMO energy: -5.337 eV
- Net charge: +1